Record 1
Molecular formula: C49H82N2O12S
Method: DFT, ωB97M-V/def2-TZVPD

CARTESIAN COORDINATES (ANGSTROEM)
C -0.86 -1.57 0.75
C -0.49 -0.77 -0.62
C -1.78 -0.90 -1.63
C -2.36 0.56 -2.04
C -2.82 0.87 -3.55
C -3.37 2.27 -3.97
C -3.46 3.40 -2.88
N -3.88 4.78 -2.95
S -3.73 5.51 -1.39
N -3.14 4.23 -0.39
C -3.05 3.17 -1.37
C -2.53 1.73 -1.04
O 0.73 -1.23 -1.23
C 1.91 -0.64 -0.64
C 2.90 -0.08 -1.80
C 2.58 -0.38 -3.32
C 3.54 0.10 -4.45
C 4.84 0.92 -4.08
C 5.11 1.25 -2.58
C 4.17 0.77 -1.44
H -0.91 -2.71 0.59
H -1.87 -1.17 1.15
H -0.02 -1.28 1.50
H -0.37 0.32 -0.31
H -1.39 -1.37 -2.62
H -2.58 -1.61 -1.24
H -2.75 0.03 -4.33
H -3.70 2.49 -5.04
H -2.20 1.52 0.05
H 1.72 0.25 0.06
H 2.42 -1.45 0.01
H 1.63 -0.97 -3.54
H 3.29 -0.16 -5.55
H 5.56 1.24 -4.90
H 6.04 1.87 -2.31
H 4.43 1.05 -0.35
C -4.42 -5.06 1.59
C -3.41 -4.00 1.92
O -3.38 -2.94 1.31
C -2.44 -4.28 3.04
H -5.05 -4.72 0.77
H -3.91 -5.98 1.29
H -5.05 -5.25 2.46
H -1.85 -5.16 2.80
H -2.99 -4.44 3.97
H -1.78 -3.43 3.16
C 4.72 -2.98 -8.53
C 4.65 -2.29 -7.19
O 4.10 -1.21 -7.06
C 5.30 -2.98 -6.02
H 4.21 -2.37 -9.28
H 5.76 -3.11 -8.83
H 4.21 -3.95 -8.47
H 6.37 -3.11 -6.22
H 4.83 -3.95 -5.85
H 5.18 -2.37 -5.13
C 6.25 -1.89 2.44
C 5.82 -1.55 1.04
O 4.65 -1.35 0.76
C 6.89 -1.46 -0.02
H 5.37 -1.92 3.09
H 6.73 -2.87 2.45
H 6.94 -1.13 2.81
H 7.40 -2.42 -0.11
H 7.60 -0.68 0.25
H 6.43 -1.21 -0.98
C -3.76 -9.91 0.40
C -3.83 -9.22 1.73
O -4.38 -8.14 1.86
C -3.20 -9.91 2.91
H -4.25 -9.29 -0.36
H -2.72 -10.05 0.11
H -4.27 -10.87 0.45
H -2.13 -10.05 2.73
H -3.68 -10.88 3.07
H -3.33 -9.30 3.80
C 7.86 4.22 -7.51
C 7.94 3.71 -6.10
O 8.80 2.92 -5.76
C 6.91 4.22 -5.12
H 8.66 3.77 -8.10
H 6.90 3.94 -7.96
H 7.98 5.30 -7.53
H 5.91 3.94 -5.46
H 6.99 5.30 -5.03
H 7.09 3.76 -4.14
C 3.27 6.47 -4.90
C 4.50 7.31 -4.70
O 5.61 6.86 -4.94
C 4.31 8.71 -4.18
H 3.55 5.49 -5.28
H 2.74 6.35 -3.95
H 2.61 6.95 -5.64
H 3.84 8.68 -3.20
H 3.71 9.28 -4.89
H 5.29 9.19 -4.09
C 1.89 -0.75 3.69
C 2.76 -0.61 4.90
O 3.93 -0.96 4.88
C 2.14 -0.01 6.14
H 2.47 -1.19 2.87
H 1.05 -1.41 3.91
H 1.53 0.23 3.37
H 1.31 -0.63 6.47
H 1.80 1.00 5.93
H 2.89 0.03 6.93
C -1.86 8.42 -2.68
C -0.62 9.24 -2.46
O 0.49 8.79 -2.68
C -0.80 10.65 -1.95
H -1.58 7.43 -3.05
H -2.40 8.31 -1.74
H -2.50 8.91 -3.42
H -1.29 10.63 -0.97
H -1.38 11.23 -2.66
H 0.18 11.12 -1.83
C 2.86 4.91 4.90
C 2.84 3.92 6.03
O 1.83 3.31 6.32
C 4.12 3.72 6.80
H 1.87 4.95 4.44
H 3.11 5.90 5.27
H 3.58 4.59 4.14
H 4.43 4.66 7.26
H 4.90 3.35 6.13
H 3.96 2.98 7.59
C -8.81 -4.82 3.73
C -7.57 -4.00 3.95
O -6.46 -4.46 3.72
C -7.74 -2.60 4.47
H -8.53 -5.81 3.36
H -9.35 -4.94 4.68
H -9.45 -4.34 2.99
H -8.23 -2.62 5.44
H -8.34 -2.02 3.76
H -6.76 -2.13 4.58
C -12.77 -5.68 6.71
C -11.89 -4.48 6.92
O -10.89 -4.30 6.24
C -12.29 -3.50 7.99
H -12.36 -6.29 5.90
H -12.81 -6.28 7.62
H -13.78 -5.35 6.42
H -12.30 -4.01 8.96
H -13.27 -3.08 7.77
H -11.56 -2.69 8.03

Summary:
Energy ... -3326.45480 Ha

---

Record 2
Molecular formula: C14H19NO2S
Method: DFT, ωB97M-V/def2-TZVPD

CARTESIAN COORDINATES (ANGSTROEM)
O -2.06 -2.87 -1.30
C -1.47 -2.62 -0.28
C -0.30 -3.46 0.23
C 1.03 -2.77 -0.06
S 1.36 -1.46 1.18
C 2.40 -0.31 0.33
C 3.16 -0.65 -0.78
C 3.96 0.31 -1.38
C 4.01 1.60 -0.88
C 3.27 1.93 0.24
C 2.47 0.98 0.85
N -1.77 -1.58 0.53
C -2.70 -0.55 0.14
C -2.00 0.63 -0.58
C -1.10 1.44 0.36
C -2.08 2.44 0.98
C -3.20 2.54 -0.08
O -2.94 1.56 -1.07
H -0.40 -3.66 1.29
H -0.32 -4.41 -0.32
H 1.85 -3.48 -0.02
H 1.00 -2.29 -1.04
H 3.15 -1.65 -1.17
H 4.54 0.04 -2.25
H 4.63 2.34 -1.36
H 3.31 2.93 0.65
H 1.89 1.23 1.72
H -1.15 -1.37 1.30
H -3.23 -0.19 1.02
H -3.42 -0.99 -0.56
H -1.46 0.23 -1.44
H -0.34 1.96 -0.22
H -0.60 0.82 1.10
H -2.48 2.05 1.92
H -1.62 3.40 1.17
H -3.20 3.51 -0.58
H -4.19 2.37 0.36

Summary:
SMILES string ... O=C(CCSc1ccccc1)NC[C@@H]1CCCO1
Energy relative to the best compared isomer or geometry (same formula, charge and spin) ... 51.84 kJ/mol
Energy ... -1148.30637 Ha

---

Quick rundown of F_max, same order as above: 0.120; 0.013 Eh/bohr
Quick rundown of HOMO-LUMO gap, same order as above: 0.25134; 0.33230 Eh
Quick rundown of HOMO, same order as above: -7.76; -8.45 eV